# 1
Computed, not measured: C6H7CsMgO4 as an isolated structure, with ωB97M-V with the def2-TZVPD basis set.

The geometry in XYZ format:
```
19
Properties=species:S:1:pos:R:3:forces:R:3
C -2.310 3.966 0.087 0.99 -1.50 0.42
C -1.631 3.006 0.384 -0.78 1.27 -0.38
C -0.802 1.853 0.696 0.46 -0.18 0.06
C -1.571 0.517 0.492 0.30 1.33 0.15
O -0.885 -0.547 0.985 -0.44 -0.10 -0.30
Cs 1.857 -3.878 2.846 -0.06 0.05 -0.06
H -0.447 1.923 1.740 -0.19 -0.08 -0.37
H 0.092 1.866 0.046 -0.31 -0.03 0.26
H -1.779 0.429 -0.602 0.00 -0.50 0.47
H -2.570 0.645 0.972 0.27 -0.58 -0.20
C 0.213 4.183 -4.918 0.41 -0.70 0.06
O -2.827 5.718 -1.380 -0.09 -0.91 1.00
C -3.102 5.075 -0.388 0.35 1.19 -1.62
O -4.199 5.363 0.303 -0.47 0.13 0.64
H -0.091 4.656 -5.864 -0.13 -0.08 0.14
H 0.682 4.816 -4.148 -0.24 -0.05 -0.09
H -4.218 4.909 1.157 -0.01 -0.10 -0.17
O 0.121 2.977 -4.744 0.25 1.96 0.46
Mg -0.400 1.249 -5.659 -0.33 -1.11 -0.50
```
Positions in Å, forces in eV/Å.

Output
* max |F|: 2.04 eV/A
* spin multiplicity: 2
* ΔE to the lowest compared entry with this formula, charge and spin: 0.0 kcal/mol
* ⟨S²⟩: 0.7543
* net charge: +1
* total energy: -20506.61166 eV

Let us look at the Löwdin charges, expressed in e, one per atom: C 0.099; C -0.003; C -0.182; C -0.308; O 0.012; Cs 0.974; H 0.127; H 0.128; H 0.156; H 0.147; C -0.074; O 0.119; C -0.550; O 0.135; H 0.095; H 0.104; H 0.125; O -0.396; Mg 0.293

# 2
Computed, not measured: a single C6H7F2I molecule, with ωB97M-V with the def2-TZVPD basis set.

The geometry in XYZ format:
```
16
Properties=species:S:1:pos:R:3:forces:R:3
C 0.348 2.067 -1.216 1.72 0.25 0.28
C 0.506 0.964 -0.492 2.25 -0.54 2.03
C -0.564 0.005 -0.286 0.01 -0.79 0.14
C -0.769 -0.907 0.678 1.18 -0.21 1.05
C -1.915 -1.938 0.617 -1.41 3.06 -2.10
C 1.970 0.661 0.379 -2.38 1.13 -3.26
F 2.750 1.755 0.327 -0.03 0.12 0.14
F 1.639 0.438 1.624 0.14 -0.18 1.33
I 3.193 -0.958 -0.415 -0.49 0.19 0.16
H 1.230 2.718 -1.239 -0.53 0.04 -0.30
H -0.534 2.364 -1.779 0.08 -0.33 0.30
H -1.205 0.095 -1.137 -0.97 -0.36 -0.27
H 0.011 -0.888 1.514 -1.52 -0.49 -1.08
H -1.603 -2.926 0.338 0.38 -0.48 0.24
H -2.421 -1.489 -0.432 0.38 -1.59 2.98
H -2.635 -1.960 1.521 1.21 0.18 -1.62
```
Positions in Å, forces in eV/Å.

Output
* max |F|: 4.19 eV/A
* ΔE to the lowest compared entry with this formula, charge and spin: 0.0 kcal/mol
* total energy: -19868.62094 eV
* SMILES: C=C(/C=C/C)C(F)(F)I

Let us look at the Löwdin charges, expressed in e, one per atom: C 0.066; C -0.239; C -0.147; C -0.149; C -0.094; C -0.897; F -0.015; F 0.032; I 0.830; H 0.071; H 0.079; H 0.094; H 0.113; H 0.041; H 0.124; H 0.091

# 3
Computed, not measured: an isolated ion of composition C6H7F2N2 and charge +1, with ωB97M-V with the def2-TZVPD basis set.

The geometry in XYZ format:
```
17
Properties=species:S:1:pos:R:3:forces:R:3
C 2.001 -0.433 -0.460 -2.34 0.14 0.88
C 1.233 0.276 0.649 0.21 -2.71 3.24
F 1.729 1.500 1.002 -0.64 -0.73 -0.61
N -0.248 0.371 0.492 -2.02 -0.68 -0.13
C -0.879 1.547 0.362 -2.01 -2.29 -0.93
N -2.139 1.691 0.053 -0.40 -0.82 -0.18
C -2.902 0.586 -0.067 3.96 0.52 1.88
C -2.440 -0.661 0.385 0.30 1.19 -0.19
C -1.082 -0.742 0.657 1.14 0.26 -1.25
F -0.416 -1.873 0.865 -0.96 0.99 0.13
H 2.105 0.241 -1.275 -0.03 -0.09 -1.17
H 2.912 -0.747 -0.106 2.66 0.30 1.17
H 1.633 -1.463 -0.571 -0.89 0.65 -0.90
H 1.148 -0.415 1.593 1.39 1.34 -1.36
H -0.350 2.389 0.403 2.54 3.16 0.38
H -3.788 0.821 -0.496 -3.06 -0.14 -1.05
H -3.181 -1.419 0.466 0.17 -1.09 0.09
```
Positions in Å, forces in eV/Å.

Output
* max |F|: 4.42 eV/A
* ΔE to the lowest compared entry with this formula, charge and spin: 0.0 kcal/mol
* net charge: +1
* total energy: -14742.12583 eV
* SMILES: C[C@@H](F)[n+]1cnccc1F

Let us look at the Löwdin charges, expressed in e, one per atom: C 0.036; C -0.293; F 0.075; N 0.116; C -0.041; N 0.159; C 0.007; C 0.107; C -0.153; F 0.166; H 0.096; H 0.069; H 0.107; H 0.193; H 0.117; H 0.106; H 0.134

Q: Look up the ΔE to the lowest compared entry with this formula, charge and spin of the third one.
A: 0.0 kcal/mol

Q: max |F| of number 3 (C6H7F2N2)?
A: 4.42 eV/A

Q: Number 3 is which compound?
A: C6H7F2N2